No. 1
Molecular formula: C20H31N3O4
Method: DFT, the ωB97M-V functional and the def2-TZVPD basis

## Properties
- Charge: 0
- Gap between HOMO and LUMO: 0.33523 Eh
- Highest occupied orbital energy: -8.374 eV
- Electronic energy: -1245.97569 a.u.

Atoms and positions in Å:
1 C 3.178 -5.967 -3.794
2 C 2.137 -4.861 -3.883
3 H 1.228 -5.213 -4.376
4 H 2.547 -4.003 -4.425
5 O 1.709 -4.433 -2.593
6 C 2.521 -3.545 -1.969
7 O 3.518 -3.078 -2.472
8 N 2.105 -3.266 -0.713
9 C 0.837 -3.687 -0.161
10 H 0.424 -4.478 -0.783
11 C -0.127 -2.502 -0.078
12 H -1.049 -2.815 0.411
13 H -0.373 -2.156 -1.082
14 C 0.519 -1.374 0.731
15 N -0.358 -0.222 0.903
16 C -0.987 -0.118 2.111
17 O -0.939 -0.983 2.966
18 N -1.762 1.018 2.326
19 C -1.417 2.354 2.106
20 C -2.410 3.326 2.204
21 C -2.110 4.656 1.992
22 C -0.818 5.058 1.675
23 C 0.172 4.088 1.600
24 C -0.114 2.753 1.816
25 H 0.674 2.015 1.781
26 H 1.188 4.379 1.375
27 C -0.490 6.511 1.484
28 C -0.124 7.160 2.820
29 H 0.112 8.212 2.681
30 H 0.739 6.664 3.257
31 H -0.954 7.080 3.519
32 H 0.349 6.613 0.793
33 H -1.350 7.031 1.056
34 H -2.893 5.397 2.069
35 H -3.420 3.028 2.449
36 H -2.405 0.881 3.096
37 C -0.813 0.507 -0.263
38 H -0.691 1.582 -0.107
39 H -0.193 0.215 -1.109
40 C -2.271 0.219 -0.650
41 O -2.298 -0.835 -1.585
42 C -3.599 -1.212 -1.954
43 H -3.496 -2.020 -2.675
44 H -4.139 -0.375 -2.416
45 H -4.172 -1.564 -1.087
46 H -2.858 -0.047 0.241
47 H -2.720 1.120 -1.095
48 C 1.863 -0.982 0.111
49 H 2.346 -0.211 0.714
50 H 1.727 -0.594 -0.899
51 C 2.761 -2.219 0.036
52 H 3.700 -1.986 -0.468
53 H 2.973 -2.591 1.044
54 H 0.700 -1.745 1.746
55 H 1.020 -4.082 0.845
56 H 3.432 -6.312 -4.792
57 H 4.075 -5.587 -3.312
58 H 2.792 -6.803 -3.215

Formally, the Mulliken partial charges of the atoms, in units of the elementary charge, are as follows:
1. C -1.121
2. C -0.303
3. H 0.328
4. H 0.328
5. O -0.366
6. C 0.810
7. O -0.660
8. N 0.159
9. C -1.229
10. H 0.536
11. C -0.083
12. H 0.418
13. H 0.175
14. C -0.912
15. N 0.465
16. C 0.127
17. O -0.714
18. N 0.005
19. C 0.536
20. C -0.698
21. C -0.545
22. C 0.614
23. C -0.630
24. C -0.447
25. H 0.428
26. H 0.399
27. C -1.066
28. C -1.075
29. H 0.357
30. H 0.330
31. H 0.331
32. H 0.342
33. H 0.361
34. H 0.386
35. H 0.426
36. H 0.296
37. C -0.967
38. H 0.517
39. H 0.567
40. C -0.889
41. O -0.227
42. C -0.831
43. H 0.244
44. H 0.306
45. H 0.335
46. H 0.421
47. H 0.544
48. C -0.303
49. H 0.280
50. H 0.332
51. C -1.292
52. H 0.563
53. H 0.374
54. H 0.385
55. H 0.350
56. H 0.385
57. H 0.307
58. H 0.293

No. 2
Molecular formula: C20H31N5O4
Method: DFT, the ωB97M-V functional and the def2-TZVPD basis

## Properties
- Charge: 0
- Gap between HOMO and LUMO: 0.33221 Eh
- Highest occupied orbital energy: -8.612 eV
- Electronic energy: -1355.43811 a.u.

Atoms and positions in Å:
1 C -1.045 -1.804 0.027
2 C -0.320 -3.137 0.177
3 C -0.964 -4.224 -0.677
4 C -0.302 -3.606 1.633
5 N 0.143 -2.616 2.590
6 N 1.386 -1.997 2.407
7 C 1.351 -0.836 3.166
8 C 2.607 -0.036 3.340
9 C 2.239 1.404 3.662
10 O 2.106 1.800 4.804
11 N 2.026 2.194 2.585
12 C 1.677 1.819 1.205
13 C 0.848 3.123 1.099
14 C -0.636 2.978 0.789
15 N -0.983 3.127 -0.624
16 C -1.746 4.309 -0.988
17 C -0.628 2.134 -1.470
18 O 0.051 1.197 -1.055
19 C -1.101 2.239 -2.909
20 C -0.911 1.063 -3.870
21 O -1.470 1.110 -4.952
22 N -0.108 0.057 -3.483
23 C 0.125 -1.074 -4.328
24 C 0.577 -2.335 -3.666
25 C -0.809 -2.244 -4.250
26 C 1.181 3.388 2.589
27 C 0.111 -0.610 3.633
28 C -0.729 -1.735 3.224
29 O -1.925 -1.927 3.348
30 H -2.060 -1.872 0.424
31 H -0.528 -1.000 0.554
32 H -1.104 -1.510 -1.023
33 H 0.718 -3.005 -0.151
34 H -2.011 -4.358 -0.393
35 H -0.935 -3.963 -1.735
36 H -0.458 -5.184 -0.554
37 H -1.315 -3.856 1.955
38 H 0.309 -4.507 1.734
39 H 2.164 -2.621 2.597
40 H 3.188 -0.423 4.178
41 H 3.209 -0.101 2.431
42 H 2.532 1.746 0.533
43 H 1.077 0.914 1.131
44 H 1.296 3.859 0.432
45 H -0.992 2.009 1.149
46 H -1.190 3.750 1.325
47 H -1.779 4.441 -2.064
48 H -2.770 4.250 -0.612
49 H -1.271 5.193 -0.560
50 H -2.168 2.462 -2.936
51 H -0.608 3.092 -3.383
52 H 0.280 0.110 -2.549
53 H 0.529 -0.827 -5.301
54 H 1.315 -2.940 -4.173
55 H 0.667 -2.321 -2.587
56 H -1.637 -2.155 -3.560
57 H -1.023 -2.784 -5.161
58 H 0.333 3.288 3.274
59 H 1.708 4.314 2.811
60 H -0.227 0.237 4.204

Formally, the Mulliken partial charges of the atoms, in units of the elementary charge, are as follows:
1. C -0.342
2. C 1.316
3. C -1.701
4. C -1.617
5. N 0.267
6. N -0.204
7. C -0.073
8. C -0.800
9. C 0.481
10. O -0.635
11. N 0.131
12. C 0.258
13. C 0.470
14. C -1.535
15. N 0.144
16. C -1.149
17. C 1.016
18. O -0.686
19. C -0.821
20. C 0.174
21. O -0.673
22. N 0.068
23. C -0.188
24. C -0.492
25. C -0.564
26. C -1.085
27. C -0.075
28. C 0.159
29. O -0.713
30. H 0.373
31. H -0.582
32. H 0.210
33. H 0.195
34. H 0.388
35. H 0.261
36. H 0.416
37. H 0.519
38. H 0.308
39. H 0.289
40. H 0.422
41. H 0.392
42. H 0.085
43. H -0.512
44. H 0.546
45. H 0.409
46. H 0.535
47. H 0.434
48. H 0.319
49. H 0.370
50. H 0.438
51. H 0.382
52. H 0.240
53. H 0.404
54. H 0.325
55. H -0.036
56. H 0.204
57. H 0.295
58. H 0.356
59. H 0.297
60. H 0.589

No. 3
Molecular formula: C20H31O2V
Method: DFT, the ωB97M-V functional and the def2-TZVPD basis

## Properties
- Charge: -1
- Spin multiplicity: 4
- Gap between HOMO and LUMO (alpha / beta): 0.13210 / 0.23077 Eh
- Highest occupied orbital energy (alpha / beta): -0.667 / -3.368 eV
- Electronic energy: -1874.97751 a.u.

Atoms and positions in Å:
1 O -0.533 -0.481 -1.019
2 C -1.043 0.693 -1.786
3 C -0.583 0.186 -3.122
4 H -0.551 1.612 -1.448
5 H -2.130 0.774 -1.688
6 C -0.207 -1.081 -2.353
7 H 0.282 0.727 -3.520
8 H -1.376 0.055 -3.858
9 C 1.235 -1.459 -2.518
10 H 1.878 -0.571 -2.525
11 H 1.348 -1.977 -3.479
12 H 1.537 -2.167 -1.745
13 C -1.136 -2.240 -2.645
14 H -2.180 -1.909 -2.636
15 H -0.999 -3.040 -1.914
16 H -0.895 -2.644 -3.638
17 V -0.522 -0.572 1.393
18 C -2.230 -0.724 2.787
19 C -2.052 0.689 2.679
20 C -2.377 1.093 1.344
21 H -1.813 1.359 3.501
22 C -2.798 -0.071 0.628
23 C -2.692 -1.197 1.498
24 H -3.023 -2.207 1.272
25 H -2.109 -1.303 3.699
26 H -2.434 2.124 0.995
27 H -3.290 -0.076 -0.345
28 C 0.401 -1.949 2.836
29 C -0.418 -2.743 1.961
30 C 0.135 -2.668 0.649
31 H -1.260 -3.367 2.255
32 C 1.350 -1.896 0.726
33 C 1.527 -1.490 2.073
34 H 2.392 -0.947 2.444
35 H 0.246 -1.781 3.897
36 H -0.224 -3.218 -0.215
37 H 2.113 -1.779 -0.035
38 O 2.502 1.836 -1.790
39 C 2.223 1.240 -0.506
40 C 1.220 2.116 0.273
41 H 3.163 1.144 0.075
42 H 1.849 0.209 -0.667
43 C 1.021 3.363 -0.604
44 H 1.703 2.408 1.209
45 H 0.272 1.606 0.527
46 C 2.116 3.232 -1.671
47 H 1.140 4.269 -0.007
48 H 0.030 3.381 -1.072
49 H 3.004 3.806 -1.354
50 H 1.801 3.580 -2.663
51 C 0.473 0.827 2.815
52 H 1.573 0.851 2.774
53 H 0.198 0.505 3.834
54 H 0.141 1.869 2.681

Formally, the Mulliken partial charges of the atoms, in units of the elementary charge, are as follows:
1. O 0.180
2. C 0.208
3. C -0.791
4. H -1.160
5. H 0.642
6. C 1.287
7. H 0.316
8. H 0.342
9. C -1.610
10. H 0.333
11. H 0.498
12. H 0.148
13. C -1.435
14. H 0.371
15. H 0.188
16. H 0.418
17. V 1.199
18. C -0.605
19. C -0.452
20. C -0.883
21. H 0.604
22. C -0.423
23. C -0.818
24. H 0.473
25. H 0.521
26. H 0.303
27. H 0.756
28. C -0.498
29. C -0.767
30. C -0.408
31. H 0.524
32. C -0.927
33. C -1.074
34. H 0.508
35. H 0.458
36. H 0.476
37. H 0.970
38. O -0.525
39. C 0.465
40. C 0.759
41. H 0.392
42. H -0.867
43. C -0.879
44. H 0.793
45. H -1.242
46. C -0.565
47. H 0.432
48. H 0.243
49. H 0.304
50. H 0.375
51. C -1.693
52. H 0.365
53. H 0.255
54. H 0.513

No. 4
Molecular formula: C20H32B2O20Ti
Method: DFT, the ωB97M-V functional and the def2-TZVPD basis

## Properties
- Charge: -1
- Spin multiplicity: 4
- Gap between HOMO and LUMO (alpha / beta): 0.12838 / 0.31942 Eh
- Highest occupied orbital energy (alpha / beta): -2.202 / -7.454 eV
- Electronic energy: -3185.81734 a.u.

Atoms and positions in Å:
1 Ti -0.382 -0.150 -0.923
2 O -2.603 -3.675 5.503
3 C -1.622 -3.240 4.979
4 O -1.586 -2.239 4.101
5 B -0.175 -1.883 3.843
6 O 0.615 -2.978 4.418
7 C -0.163 -3.693 5.221
8 O 0.181 -4.536 5.993
9 O 0.173 -0.589 4.490
10 C 0.462 0.310 3.559
11 O 0.771 1.453 3.725
12 C 0.366 -0.397 2.200
13 O 0.056 -1.666 2.416
14 O 0.600 0.099 1.127
15 O 2.079 0.054 -1.402
16 C 2.898 0.937 -1.372
17 O 3.930 1.023 -0.577
18 B 4.535 2.383 -0.692
19 O 3.922 2.921 -1.946
20 C 2.928 2.162 -2.316
21 O 2.160 2.361 -3.220
22 O 5.983 2.345 -0.785
23 C 6.516 2.992 0.250
24 O 7.670 2.993 0.547
25 C 5.345 3.664 1.012
26 O 4.219 3.202 0.474
27 O 5.427 4.443 1.916
28 C -2.801 0.158 -4.659
29 C -1.818 -0.776 -3.974
30 C -0.402 -0.261 -3.929
31 O -2.169 -0.943 -2.567
32 H -3.753 -0.341 -4.845
33 H -2.347 0.438 -5.612
34 H -2.977 1.054 -4.066
35 H -1.817 -1.764 -4.448
36 H -0.050 0.019 -4.929
37 H 0.311 -1.015 -3.598
38 H -0.339 0.645 -3.316
39 H -3.089 -1.213 -2.485
40 C -3.769 0.749 0.610
41 C -2.970 -0.159 1.532
42 C -3.906 -1.086 2.294
43 O -2.080 -0.905 0.686
44 H -4.454 0.130 0.019
45 H -3.133 1.320 -0.068
46 H -4.410 1.455 1.145
47 H -2.352 0.436 2.211
48 H -4.136 -1.909 1.602
49 H -4.861 -0.618 2.520
50 H -3.460 -1.514 3.189
51 H -2.050 -1.815 1.003
52 C 1.106 -3.690 -2.392
53 C 0.516 -3.618 -0.981
54 C 1.634 -3.495 0.034
55 O -0.317 -2.458 -0.895
56 H 1.732 -2.810 -2.549
57 H 0.336 -3.755 -3.165
58 H 1.750 -4.568 -2.483
59 H -0.068 -4.525 -0.808
60 H 2.426 -2.829 -0.305
61 H 2.045 -4.477 0.272
62 H 1.242 -3.083 0.963
63 H -1.203 -2.651 -1.220
64 C -1.182 3.247 1.147
65 C -0.451 3.546 -0.148
66 C 1.017 3.886 0.130
67 O -0.553 2.358 -0.959
68 H -0.821 2.295 1.540
69 H -2.264 3.222 0.993
70 H -1.026 4.031 1.891
71 H -0.948 4.387 -0.643
72 H 1.113 4.964 0.290
73 H 1.651 3.642 -0.720
74 H 1.352 3.386 1.037
75 H -0.559 2.613 -1.885

Formally, the Mulliken partial charges of the atoms, in units of the elementary charge, are as follows:
1. Ti 0.790
2. O -0.611
3. C 0.596
4. O -0.354
5. B 0.543
6. O -0.514
7. C 0.366
8. O -0.595
9. O -0.540
10. C 0.274
11. O -0.622
12. C -0.241
13. O -0.007
14. O 0.502
15. O -0.573
16. C 0.726
17. O -0.626
18. B 1.250
19. O -0.587
20. C 0.397
21. O -0.648
22. O -0.522
23. C 0.536
24. O -0.585
25. C 0.589
26. O -0.470
27. O -0.606
28. C -1.472
29. C 0.694
30. C -1.071
31. O -0.089
32. H 0.436
33. H 0.369
34. H 0.273
35. H 0.265
36. H 0.515
37. H -0.025
38. H 0.021
39. H 0.156
40. C -1.732
41. C 1.181
42. C -1.371
43. O 0.303
44. H 0.371
45. H 0.148
46. H 0.456
47. H -0.091
48. H 0.276
49. H 0.429
50. H 0.293
51. H 0.058
52. C -1.230
53. C 0.339
54. C -0.942
55. O 0.036
56. H 0.115
57. H 0.315
58. H 0.448
59. H 0.381
60. H 0.238
61. H 0.469
62. H -0.065
63. H 0.125
64. C -1.086
65. C 0.310
66. C -1.146
67. O -0.173
68. H -0.069
69. H 0.299
70. H 0.468
71. H 0.386
72. H 0.423
73. H 0.131
74. H 0.280
75. H 0.088